Entry 1:
7
Properties=species:S:1:pos:R:3:forces:R:3 method="wB97M-V/def2-TZVPD" energy_ha=-265.8633 multiplicity=1 orbital_gap_ev=10.34 e_above_lowest_kj_mol=230.84 smiles="C#CC(=O)O"
C 2.278008 0.043692 0.153630 -2.05 -3.25 -3.09
C 1.046297 -0.156749 -0.175326 3.90 1.79 2.24
C -0.435516 0.108157 -0.054642 -1.29 -2.79 0.03
O -1.048070 1.104246 0.010186 0.88 4.38 0.10
O -1.269334 -0.974411 0.005809 -1.52 -0.97 1.36
H 3.437075 -0.391345 -0.046105 -3.76 1.80 1.02
H -2.230583 -0.617939 0.376175 3.85 -0.98 -1.67

Entry 2:
25
Properties=species:S:1:pos:R:3:forces:R:3 method="wB97M-V/def2-TZVPD" energy_ha=-767.4802 multiplicity=1 orbital_gap_ev=9.34 e_above_lowest_kj_mol=160.90 smiles="C1=CCCCC1.COPO"
C 0.129804 -1.790028 -0.778894 -1.45 1.39 -2.42
C -0.685934 -1.431907 -1.807277 2.23 1.55 1.44
C -0.414610 -0.154425 -2.536055 2.46 -0.28 -0.20
C 0.941206 0.542679 -2.141612 -1.53 2.03 0.69
C 1.284712 0.425623 -0.603438 0.39 0.85 -1.63
C 1.362498 -1.065811 -0.272613 -3.72 0.76 2.32
H -0.229217 -2.607884 -0.265671 -0.01 -2.23 1.13
H -1.394551 -2.036700 -2.317221 -0.91 -0.79 0.53
H -1.175705 0.586472 -2.633474 -1.00 0.22 0.44
H -0.250066 -0.522886 -3.527784 0.01 0.16 -1.16
H 0.857478 1.635400 -2.504141 0.05 -1.34 1.00
H 1.739220 0.216334 -2.738084 1.17 -1.10 -0.76
H 2.274868 0.923466 -0.403094 -1.02 -0.32 -0.11
H 0.452910 1.001410 -0.148893 0.74 -0.77 0.44
H 2.181219 -1.529845 -0.698768 2.01 -0.82 -0.69
H 1.297008 -1.306431 0.838899 0.78 0.65 -1.11
C -0.470797 -0.219833 3.494616 1.09 -0.27 -1.35
O -1.331665 0.604001 2.758153 -1.01 1.17 0.90
P -1.846702 0.881288 1.264160 -0.60 -0.24 -0.33
O -3.412028 0.239061 1.191232 1.03 2.56 1.86
H 0.447135 0.425880 3.758846 -1.75 -1.14 0.77
H -0.034918 -0.946477 2.816284 0.22 -0.46 -0.29
H -1.093330 -0.847229 4.179431 0.99 1.14 0.28
H -2.243144 2.233855 1.547931 -0.10 -0.51 -0.01
H -3.339194 -0.469824 0.612550 -0.05 -2.20 -1.72

Entry 3:
54
Properties=species:S:1:pos:R:3:forces:R:3 method="wB97M-V/def2-TZVPD" energy_ha=-1773.7947 multiplicity=1 orbital_gap_ev=8.50 e_above_lowest_kj_mol=110.45 smiles="COc1ccc(NC(=O)[C@H](CCS(C)(=O)=O)N2Cc3ccccc3C2=O)c(OC)c1"
C -7.390750 -0.613632 0.722447 -0.12 -0.11 0.13
O -6.535483 0.114328 -0.125796 0.23 0.15 -0.18
C -5.191844 -0.076948 -0.008549 0.19 -0.06 0.07
C -4.578899 -0.925495 0.900579 -0.47 0.11 -0.09
C -3.196623 -1.035479 0.918581 0.23 0.08 -0.13
C -2.415262 -0.306480 0.042189 -0.23 0.03 0.11
N -1.016286 -0.376229 -0.001155 -0.05 0.13 -0.44
C -0.168939 -0.912190 0.902376 0.33 0.24 -0.40
O -0.489091 -1.459183 1.936460 -0.08 -0.15 0.24
C 1.296476 -0.711334 0.489082 0.39 -0.12 0.17
C 2.249454 -1.442475 1.446964 -0.28 0.24 -0.13
C 2.185088 -2.943862 1.258566 0.37 -0.03 -0.66
S 2.542062 -3.472612 -0.453697 0.39 -0.32 0.13
C 4.041974 -2.591090 -0.956224 -0.76 -0.21 0.39
O 2.843541 -4.878546 -0.401765 0.23 -0.10 0.19
O 1.457339 -3.069293 -1.313425 -0.12 0.29 -0.07
N 1.598573 0.701185 0.416354 -0.27 -0.05 0.06
C 1.054924 1.687263 1.324950 -0.21 0.07 0.31
C 1.760630 2.938887 0.906114 0.33 -0.13 -0.38
C 1.641861 4.232538 1.371035 -0.01 0.00 0.02
C 2.431518 5.213655 0.787181 -0.09 0.01 0.10
C 3.317952 4.909077 -0.237140 0.10 0.00 -0.11
C 3.439085 3.611557 -0.706814 -0.06 -0.16 0.02
C 2.649819 2.634892 -0.124672 -0.16 0.47 0.34
C 2.569598 1.188561 -0.406057 -0.03 -0.14 -0.08
O 3.215698 0.518922 -1.189474 0.16 0.02 -0.18
C -3.034689 0.564946 -0.876502 -0.03 -0.08 0.16
O -2.184032 1.263178 -1.691840 -0.01 -0.41 0.42
C -2.741132 2.111463 -2.667321 -0.07 0.20 -0.22
C -4.410044 0.669024 -0.896054 -0.03 0.05 -0.08
H -8.401093 -0.312533 0.450133 0.05 -0.05 0.06
H -7.281539 -1.692244 0.572642 0.01 0.04 0.02
H -7.212713 -0.372617 1.775249 0.00 -0.02 -0.04
H -5.154598 -1.511387 1.597449 -0.09 -0.04 0.06
H -2.717491 -1.694175 1.622730 0.03 -0.03 0.02
H -0.620431 0.061620 -0.823247 0.13 -0.08 0.16
H 1.426143 -1.122044 -0.519907 -0.12 0.25 0.21
H 3.264377 -1.079473 1.273558 -0.04 0.04 -0.01
H 1.966091 -1.205792 2.476710 0.08 -0.04 -0.06
H 1.188013 -3.321017 1.474247 -0.05 -0.16 -0.12
H 2.910717 -3.465434 1.876273 0.05 -0.08 0.05
H 4.368168 -3.046360 -1.883055 -0.07 -0.21 -0.13
H 3.818274 -1.541053 -1.114012 -0.05 0.12 0.05
H 4.788333 -2.738962 -0.186896 0.18 -0.03 0.15
H 1.266909 1.421658 2.367452 -0.02 0.04 -0.04
H -0.031967 1.775406 1.215617 0.07 -0.02 0.02
H 0.955178 4.477264 2.167377 -0.07 0.05 0.09
H 2.354647 6.232509 1.136693 0.00 0.09 0.03
H 3.918450 5.694521 -0.670797 0.05 0.06 -0.03
H 4.122040 3.356330 -1.501874 0.08 -0.03 -0.09
H -1.894642 2.533676 -3.206719 -0.10 0.00 0.01
H -3.376439 1.556551 -3.363376 0.02 0.01 0.04
H -3.319769 2.919588 -2.209608 0.02 -0.05 -0.01
H -4.924770 1.319420 -1.583089 -0.01 0.10 -0.11

Entry 4:
10
Properties=species:S:1:pos:R:3:forces:R:3 method="wB97M-V/def2-TZVPD" energy_ha=-3698.2192 multiplicity=1 orbital_gap_ev="7.53 / 7.53" e_above_lowest_kj_mol=246.19
C -0.338080 0.049838 -0.938133 3.41 2.55 3.04
C 0.132206 0.919444 0.405944 -2.83 -2.91 -1.56
C 0.572097 -0.490953 -1.729491 -4.16 -1.67 -1.58
O 0.498391 -0.195379 2.766547 -1.42 0.16 -0.39
O -1.919824 0.014359 2.062656 0.67 -0.07 -0.06
S -0.516193 0.012855 1.744974 1.27 0.63 0.98
Cl -1.966120 -0.040680 -0.836787 -2.57 -0.73 -1.22
Br 1.874261 1.229523 0.631298 2.34 0.65 -0.15
H 0.084337 -1.212654 -2.487993 1.49 1.30 0.91
H 1.578926 -0.286352 -1.619014 1.80 0.09 0.03

Entry 5:
85
Properties=species:S:1:pos:R:3:forces:R:3 method="wB97M-V/def2-TZVPD" energy_ha=-5936.2824 charge=+2 multiplicity=4 orbital_gap_ev="5.97 / 5.98" e_above_lowest_kj_mol=88.09
Er 1.247146 0.045494 -1.367262 -1.39 -1.45 -0.06
N -2.401973 0.354980 1.474790 -0.04 0.82 1.88
P -1.472386 -0.790953 2.422695 -0.21 -0.93 -0.58
C -2.665498 -2.238998 2.630458 1.37 1.14 0.25
C -3.803888 -2.469240 1.851146 1.18 0.13 -0.30
C -4.362971 -3.716447 1.852860 -0.46 -0.72 2.45
C -3.961029 -4.661033 2.845388 0.11 1.30 -1.71
C -2.862834 -4.420591 3.619341 1.40 0.11 0.89
C -2.174552 -3.196007 3.508391 -0.28 -0.75 1.03
C -1.619255 0.106580 3.958566 1.06 0.96 1.30
C -0.429321 0.731272 4.547753 -2.08 -0.19 0.41
C -0.618152 1.575123 5.657432 -0.07 0.78 0.63
C -1.939833 1.932378 6.155197 2.20 0.49 -0.61
C -2.978370 1.411463 5.428572 -2.11 -0.17 0.27
C -2.886824 0.413016 4.475471 3.20 0.41 0.13
C -2.553593 0.234575 0.142474 -0.96 -0.77 -0.62
C -3.743679 0.759772 -0.518709 0.95 0.10 0.12
C -4.038881 0.281243 -1.773394 0.91 0.28 -0.56
C -3.140795 -0.715998 -2.346108 -1.61 -0.26 -0.94
C -2.014913 -1.108236 -1.659216 0.09 0.86 0.33
N -1.641453 -0.577831 -0.433924 -0.78 0.19 -1.54
H -3.076632 0.877115 2.052455 0.30 -0.21 -0.93
H -4.171123 -1.687160 1.211488 -0.13 0.15 -0.28
H -5.288269 -3.908352 1.364808 -0.41 -0.13 -0.73
H -4.524855 -5.541104 2.933158 -0.50 -1.19 0.12
H -2.431128 -5.160735 4.325566 -0.76 0.47 -0.47
H -1.367011 -3.040245 4.282865 -0.62 0.18 -1.38
H 0.600462 0.508773 4.218620 -0.77 0.09 -0.04
H 0.284084 2.075280 6.116362 -1.13 -0.80 -0.39
H -2.061916 2.667500 7.012270 0.13 -1.08 -1.38
H -4.028418 1.689252 5.475585 0.15 0.45 1.24
H -3.753308 -0.123526 4.217752 -1.00 -0.42 -0.81
H -4.351926 1.565126 -0.048718 0.55 -0.89 -0.21
H -4.880210 0.799004 -2.318544 0.93 -1.21 0.43
H -3.414724 -1.245354 -3.322615 0.51 0.99 1.54
H -1.301023 -1.828023 -2.067555 -0.52 0.22 0.04
C 1.181572 -2.798665 0.444147 -0.11 -1.92 -0.66
O 1.659856 -1.452092 0.348952 0.66 0.65 0.64
C 2.226514 -0.953838 1.577015 -0.96 0.06 1.59
C 3.225548 0.172719 1.297039 0.53 -0.74 -0.50
O 2.735849 0.922784 0.151837 -0.37 -0.22 0.48
C 3.508860 2.078135 -0.143998 0.55 0.53 0.05
H 1.097121 -3.146394 1.492500 -0.27 0.56 -0.57
H 1.911822 -3.500232 -0.060792 -0.67 0.86 0.49
H 0.223444 -2.855723 -0.119844 0.64 -0.02 0.76
H 2.715041 -1.810147 2.129139 -0.33 1.05 -0.59
H 1.364799 -0.563073 2.237577 1.15 -0.70 -1.05
H 4.218737 -0.308250 0.986981 -1.05 1.11 0.72
H 3.234460 0.885079 2.163896 0.57 -0.84 -0.68
H 4.519771 1.757243 -0.336495 0.53 -0.04 -0.06
H 3.530704 2.820815 0.666641 -0.30 -0.36 -0.05
H 3.142423 2.543157 -1.056477 -0.24 -0.04 0.11
Br 4.188558 1.606695 -3.587633 -0.10 0.69 -0.07
C 4.281864 -0.131858 -2.956345 0.10 -1.33 1.43
C 5.512465 -0.785321 -2.894510 -0.23 -1.19 0.22
C 5.515719 -2.188144 -2.647587 -0.44 1.13 -0.54
C 4.298379 -2.889718 -2.611288 -0.17 -0.15 -0.61
C 3.135914 -2.129820 -2.527357 0.10 1.61 0.16
N 3.147346 -0.723878 -2.524543 0.88 -1.52 -1.42
C 1.735401 -2.732782 -2.522590 -0.25 -4.34 -0.44
O 1.677915 -3.990154 -2.698258 0.19 3.97 0.50
O 0.728175 -1.942243 -2.344808 1.17 0.78 0.20
H 6.441338 -0.240002 -3.048914 -0.26 -0.17 -0.13
H 6.470061 -2.699241 -2.617781 -0.09 -0.07 -0.01
H 4.212542 -3.992556 -2.794829 0.10 1.20 0.66
C 0.684385 1.363439 -5.788794 -0.11 0.72 0.99
C 0.071386 2.619315 -5.674027 -0.50 -0.68 1.09
C -0.302092 3.104421 -4.397751 -0.16 -0.62 0.41
C 0.087543 2.358588 -3.220052 0.21 -0.77 -5.40
N 0.563796 1.063253 -3.388149 0.18 1.60 -0.89
C 0.854658 0.590936 -4.667387 -0.90 0.17 2.19
C 0.030244 3.024490 -1.964556 -0.17 1.01 1.94
C -0.346910 4.407413 -1.796047 1.25 0.22 -0.12
C -0.363663 4.937818 -0.494350 -0.47 -1.61 -0.82
C -0.156040 4.042929 0.555293 0.87 0.00 0.96
C 0.210110 2.737420 0.324650 0.46 -1.94 -0.25
N 0.390588 2.225975 -0.935070 -1.39 1.47 1.32
H 0.994303 1.003212 -6.737014 0.06 -0.35 -0.69
H -0.189330 3.042816 -6.631494 -0.14 0.78 0.25
H -0.984590 3.981881 -4.218901 1.17 -0.89 -0.68
H 1.122544 -0.474881 -4.707658 0.09 0.64 0.05
H -0.354712 5.159608 -2.645001 -0.40 -1.44 1.01
H -0.644974 5.958409 -0.320079 0.22 0.35 0.05
H -0.036529 4.323504 1.602445 -0.69 0.38 -0.29
H 0.356138 1.978842 1.176845 -0.07 1.45 -1.29

Entry 6:
12
Properties=species:S:1:pos:R:3:forces:R:3 method="wB97M-V/def2-TZVPD" energy_ha=-323.2713 multiplicity=1 orbital_gap_ev="7.96 / 7.57" e_above_lowest_kj_mol=652.23
O -1.463903 0.538154 1.546213 0.24 -0.27 -0.53
C -1.112511 -0.050245 0.564725 0.23 0.26 0.36
C -1.780126 -0.724434 -0.517173 -0.17 0.06 -0.13
C -1.142747 -1.487881 -1.318047 0.09 0.05 0.21
C 0.509103 -0.186875 0.268748 -0.17 0.43 0.41
C 1.242731 1.088467 -0.057636 0.01 0.10 -0.46
N 1.335672 0.405910 1.204174 -0.04 -0.33 0.00
H -1.510280 -2.151950 -2.105146 0.71 0.14 0.32
H 0.121566 -1.320022 -0.860833 -0.47 0.18 0.08
H 0.618634 1.973524 -0.182811 0.10 -0.05 0.24
H 2.173180 1.099877 -0.622219 -0.31 -0.15 -0.13
H 1.008679 0.815475 2.080005 -0.22 -0.42 -0.37

Entry 7:
22
Properties=species:S:1:pos:R:3:forces:R:3 method="wB97M-V/def2-TZVPD" energy_ha=-478.2875 multiplicity=2 orbital_gap_ev="5.14 / 7.95" e_above_lowest_kj_mol=87.08
C 2.003800 0.351024 -1.563956 2.06 0.52 2.24
C 3.271894 0.558345 -1.126310 -0.67 -0.57 -0.54
C -0.333776 0.594813 -1.236657 -1.31 0.00 0.00
N 0.932440 0.694240 -0.756780 -0.77 -0.28 -1.95
H 1.888424 -0.241916 -2.455773 -0.83 0.45 -0.36
H 3.407791 0.810995 -0.086286 0.28 0.51 0.00
H 4.132469 0.279110 -1.726636 -0.20 -0.04 0.17
H -1.141845 0.593716 -0.498168 0.32 0.03 -0.62
H -0.496584 0.513334 -2.305843 -0.07 0.03 0.35
H 0.938890 0.838687 0.233798 1.13 -0.13 0.03
H -1.551446 -1.984695 1.589717 -0.11 -0.04 -0.29
H -2.008752 -2.664787 0.290320 -0.02 -0.04 -0.01
O -1.431039 -1.975437 0.629867 0.15 0.02 0.44
H -2.829178 2.594248 -3.799188 0.02 0.57 -0.30
H -1.335830 3.191349 -3.799193 -0.76 -0.12 -0.07
O -1.919906 2.465374 -3.536285 0.70 -0.44 0.32
H -2.565662 -1.237659 4.740711 -0.18 -0.22 -0.29
H -3.315121 -0.676621 5.961421 0.41 -0.07 -0.29
O -2.444780 -0.721984 5.533342 -0.24 0.29 0.59
H 0.994305 -1.716432 1.174512 -0.62 0.29 -1.17
H 2.139678 -1.219630 1.784511 0.77 0.71 -0.38
O 1.664232 -1.046067 0.952867 -0.06 -1.47 2.13

One value per record, in order, for molar mass: 70.05; 162.17; 432.50; 217.47; 892.86; 95.10; 128.15 g mol⁻¹.